Entry from OMol25: a 7-piece molecular cluster, C43H83NO10 overall at a distorted geometry (ωB97M-V/def2-TZVPD).

Last column: Löwdin charge in e.
CARTESIAN COORDINATES (ANGSTROEM)
1 C -3.717 -3.903 2.020  0.0199
2 C -2.827 -2.619 1.886  -0.4866
3 O -1.886 -2.518 2.634  0.1003
4 O -3.167 -1.651 0.951  -0.0441
5 C -2.037 -1.278 0.132  -0.1758
6 C -2.426 -1.249 -1.403  -0.1540
7 C -1.132 -0.929 -2.280  -0.1653
8 C -0.553 -2.244 -3.001  -0.1105
9 C 0.703 -2.659 -2.156  -0.1306
10 C 0.642 -3.515 -1.101  0.0511
11 C 1.936 -3.838 -0.279  -0.2891
12 O 2.146 -4.915 0.230  0.0823
13 C 2.918 -2.627 -0.131  -0.0260
14 C 3.713 -2.355 1.062  -0.1577
15 C 3.607 -3.318 2.277  -0.0543
16 C 4.551 -1.137 1.038  0.0269
17 C 4.613 -0.219 -0.095  -0.1652
18 C 5.464 1.094 -0.105  -0.1418
19 C 4.616 2.286 -0.750  -0.2885
20 N 3.276 2.423 -0.132  0.0026
21 C 3.813 -0.507 -1.318  0.0334
22 C 2.993 -1.699 -1.286  -0.0557
23 C 2.093 -2.028 -2.526  -0.2776
24 O 2.449 -1.842 -3.664  0.1113
25 H -3.022 -4.778 2.066  0.0859
26 H -4.312 -3.914 2.976  0.0985
27 H -4.440 -4.012 1.164  0.0729
28 H -1.239 -2.059 0.276  0.1088
29 H -1.569 -0.297 0.432  0.1404
30 H -3.194 -0.429 -1.508  0.1081
31 H -2.847 -2.233 -1.750  0.1103
32 H -0.355 -0.566 -1.542  0.1071
33 H -1.303 -0.084 -2.990  0.1074
34 H -0.240 -1.955 -4.042  0.1156
35 H -1.324 -3.057 -2.998  0.1117
36 H -0.308 -4.009 -0.783  0.1232
37 H 2.542 -3.682 2.364  0.0817
38 H 3.803 -2.762 3.235  0.0840
39 H 4.234 -4.242 2.180  0.0933
40 H 5.141 -0.942 1.967  0.1151
41 H 6.394 1.020 -0.723  0.1151
42 H 5.655 1.414 0.955  0.1131
43 H 4.505 2.086 -1.851  0.0917
44 H 5.199 3.234 -0.600  0.1082
45 H 3.006 3.416 -0.135  0.0552
46 H 2.567 1.968 -0.713  0.0575
47 H 3.820 0.169 -2.206  0.1158
48 C 1.736 8.227 -2.100  -0.0672
49 C 2.804 7.280 -1.584  -0.2786
50 O 2.335 5.956 -1.377  -0.1758
51 C 1.826 5.283 -2.518  -0.2783
52 C 2.843 5.130 -3.636  -0.0682
53 H 0.889 8.259 -1.410  0.0802
54 H 2.141 9.235 -2.206  0.0825
55 H 1.352 7.919 -3.074  0.0662
56 H 3.153 7.642 -0.615  0.1044
57 H 3.677 7.273 -2.244  0.0961
58 H 0.917 5.778 -2.877  0.1075
59 H 1.522 4.289 -2.179  0.1074
60 H 3.178 6.095 -4.019  0.0693
61 H 2.410 4.571 -4.468  0.0800
62 H 3.726 4.595 -3.278  0.0713
63 C -0.278 -7.050 0.671  -0.0749
64 C 0.463 -7.552 1.897  -0.2713
65 O 0.019 -8.823 2.351  -0.1612
66 C 0.143 -9.896 1.432  -0.2843
67 C 1.573 -10.155 0.988  -0.0816
68 H -1.353 -6.995 0.870  0.0780
69 H 0.080 -6.060 0.393  0.0355
70 H -0.139 -7.708 -0.189  0.0716
71 H 0.296 -6.855 2.721  0.1203
72 H 1.543 -7.569 1.722  0.1049
73 H -0.513 -9.732 0.570  0.1045
74 H -0.236 -10.783 1.944  0.1167
75 H 2.000 -9.299 0.464  0.0653
76 H 1.610 -11.014 0.315  0.0757
77 H 2.209 -10.361 1.852  0.0812
78 C -9.146 -1.408 1.626  -0.0731
79 C -8.737 -2.616 0.799  -0.2914
80 O -8.657 -2.350 -0.593  -0.1553
81 C -7.724 -1.355 -0.981  -0.2754
82 C -6.295 -1.687 -0.587  -0.0808
83 H -10.111 -1.023 1.288  0.0833
84 H -9.226 -1.681 2.681  0.0779
85 H -8.423 -0.595 1.546  0.0659
86 H -9.490 -3.396 0.922  0.1098
87 H -7.793 -3.038 1.158  0.0930
88 H -8.024 -0.377 -0.588  0.1069
89 H -7.785 -1.281 -2.069  0.1190
90 H -6.176 -1.767 0.494  0.0626
91 H -5.613 -0.912 -0.942  0.0676
92 H -5.993 -2.643 -1.022  0.0838
93 C 1.819 7.220 2.272  -0.0705
94 C 2.371 8.634 2.202  -0.2810
95 O 1.531 9.536 1.497  -0.1682
96 C 0.225 9.720 2.021  -0.2822
97 C 0.209 10.256 3.442  -0.0809
98 H 1.648 6.827 1.265  0.0687
99 H 2.520 6.563 2.791  0.0811
100 H 0.867 7.179 2.804  0.0675
101 H 3.323 8.612 1.667  0.1099
102 H 2.588 9.021 3.203  0.1055
103 H -0.347 8.789 1.946  0.1065
104 H -0.270 10.440 1.365  0.1180
105 H 0.687 9.571 4.143  0.0651
106 H -0.818 10.414 3.775  0.0773
107 H 0.745 11.207 3.496  0.0820
108 C -7.016 -9.121 3.247  -0.0799
109 C -6.707 -7.711 3.721  -0.2796
110 O -6.136 -6.886 2.717  -0.1671
111 C -6.922 -6.675 1.554  -0.2734
112 C -8.262 -6.016 1.835  -0.0808
113 H -6.111 -9.604 2.870  0.0827
114 H -7.417 -9.718 4.069  0.0775
115 H -7.751 -9.129 2.441  0.0644
116 H -5.975 -7.763 4.529  0.1188
117 H -7.598 -7.235 4.142  0.1055
118 H -7.054 -7.617 1.011  0.1078
119 H -6.336 -6.022 0.902  0.1096
120 H -8.894 -6.629 2.479  0.0692
121 H -8.801 -5.843 0.901  0.0801
122 H -8.116 -5.057 2.337  0.0696
123 C 8.864 7.722 -4.330  -0.0802
124 C 7.352 7.585 -4.261  -0.2816
125 O 6.910 6.251 -4.069  -0.1641
126 C 7.350 5.606 -2.884  -0.2772
127 C 6.916 6.312 -1.611  -0.0733
128 H 9.267 7.101 -5.134  0.0826
129 H 9.143 8.762 -4.515  0.0775
130 H 9.345 7.409 -3.403  0.0646
131 H 6.924 7.918 -5.209  0.1180
132 H 6.934 8.238 -3.488  0.1050
133 H 8.437 5.472 -2.908  0.1068
134 H 6.916 4.604 -2.900  0.1119
135 H 7.328 7.320 -1.540  0.0682
136 H 7.248 5.752 -0.734  0.0781
137 H 5.827 6.401 -1.577  0.0635

Properties
Kohn-Sham gap, eV: 8.467
Strongest force on any atom, eV/A: 3.18
Net charge: 0
LUMO energy, eV: -0.621